Below is 2 unconnected molecules or ions with the total composition C3H10N2, with properties calculated with wB97M-V/def2-TZVPD.

The geometry in ORCA input format:
```
! RIJCOSX wB97M-V def2-TZVPD def2/J DEFGRID3
* xyz 0 1
H -1.5672 -1.6949 -0.9797
N -0.9228 -1.6475 -0.1848
C -0.9767 -0.4995 0.3953
C -1.9680 0.5561 0.0046
H -0.6306 -0.4176 1.5565
H -2.9373 0.1105 -0.2257
H -2.0706 1.2836 0.8121
H -1.6001 1.0615 -0.8940
C 2.2043 -0.1698 -0.3031
N 1.3302 0.8468 0.2669
H 1.8321 -1.1596 -0.0280
H 2.2046 -0.1072 -1.3927
H 3.2102 -0.0881 0.1144
H 0.7000 1.2586 -0.4177
H 1.1919 0.6673 1.2759
*
```

Properties
SMILES string = [H]/N=C\C.CN
relative energy (zero: lowest compared OMol25 entry of this formula, charge and spin) = 43.81 kcal per mole
electronic energy = -6251.5286 eV
HOMO = -8.56 eV

Löwdin atomic charge list, values in e, 8 entries:
1 H 0.043
2 N 0.060
3 C -0.371
4 C -0.110
5 H 0.139
6 H 0.075
7 H 0.069
8 H 0.070

=====

Below is a single C3H10N2 molecule, with properties calculated with wB97M-V/def2-TZVPD.

The geometry in ORCA input format:
```
! RIJCOSX wB97M-V def2-TZVPD def2/J DEFGRID3
* xyz 0 1
C -2.3104 -0.2528 0.0200
N -1.0901 0.5561 -0.2165
C 0.0661 -0.2335 0.0729
C 1.3119 0.5641 0.0203
N 2.4306 -0.3190 0.0703
H -2.3065 -0.7380 1.0427
H -3.2004 0.3651 -0.1804
H -2.1422 -1.0674 -0.7012
H -1.1328 1.4035 0.3309
H -0.0095 -0.6643 1.0627
H 0.1421 -1.0454 -0.7023
H 1.3247 1.2394 0.8799
H 1.1929 1.1719 -0.9184
H 3.3584 0.1553 -0.1987
H 2.3653 -1.1350 -0.5821
*
```

Properties
SMILES string = CNCCN
relative energy (zero: lowest compared OMol25 entry of this formula, charge and spin) = 19.89 kcal per mole
electronic energy = -6252.5660 eV
HOMO = -8.81 eV

Löwdin atomic charge list, values in e, 8 entries:
1 C -0.131
2 N -0.149
3 C -0.325
4 C -0.350
5 N -0.041
6 H 0.084
7 H 0.078
8 H 0.072

=====

Below is 2 unconnected molecules or ions with the total composition C3H10N2, with properties calculated with wB97M-V/def2-TZVPD.

The geometry in ORCA input format:
```
! RIJCOSX wB97M-V def2-TZVPD def2/J DEFGRID3
* xyz 0 1
H 1.7064 -2.5102 1.2736
N 2.1081 -2.1605 0.4124
C 2.4052 -0.9163 0.4932
N 3.6204 -0.3446 0.4063
H 1.5775 -0.2623 0.8269
H 4.4359 -0.8677 0.6854
H 3.6754 0.5785 0.8057
C -3.1885 1.9198 -0.2345
C -4.0789 0.9854 -1.0698
H -3.1792 1.7299 0.8337
H -2.1505 1.9003 -0.5566
H -3.5580 2.9304 -0.4083
H -4.3261 0.0543 -0.5700
H -3.5888 0.6865 -1.9946
H -4.9521 1.5501 -1.3851
*
```

Properties
SMILES string = [H]/N=C/N.CC
relative energy (zero: lowest compared OMol25 entry of this formula, charge and spin) = 38.60 kcal per mole
electronic energy = -6251.7543 eV
HOMO = -8.31 eV

Löwdin atomic charge list, values in e, 8 entries:
1 H 0.031
2 N 0.008
3 C -0.417
4 N 0.084
5 H 0.108
6 H 0.099
7 H 0.087
8 C -0.169

=====

Below is 2 unconnected molecules or ions with the total composition C3H10N2O, with properties calculated with wB97M-V/def2-TZVPD.

The geometry in ORCA input format:
```
! RIJCOSX wB97M-V def2-TZVPD def2/J DEFGRID3
* xyz 0 1
N -2.4106 -0.0548 0.6254
C -2.5572 1.0829 1.3879
O -2.2113 2.1660 0.9655
H -1.7651 0.0427 -0.1386
H -2.5811 -0.9526 1.0485
H -3.1617 0.9964 2.2929
C 1.5441 -1.0949 0.2810
C 1.4139 0.2180 -0.5271
N 1.3382 -0.0710 -1.9941
H 2.4212 -1.1019 0.9251
H 0.5916 -1.2365 0.8016
H 1.6190 -1.9907 -0.3373
H 0.4746 0.6884 -0.2545
H 2.3349 0.7551 -0.3058
H 0.6971 0.6169 -2.3850
H 2.2525 -0.0640 -2.3856
*
```

Properties
SMILES string = NC=O.CCN
relative energy (zero: lowest compared OMol25 entry of this formula, charge and spin) = 22.77 kcal per mole
electronic energy = -8300.5168 eV
HOMO = -9.25 eV

Löwdin atomic charge list, values in e, 8 entries:
1 N 0.113
2 C -0.404
3 O 0.000
4 H 0.082
5 H 0.090
6 H 0.121
7 C -0.113
8 C -0.306

=====

Below is 2 unconnected molecules or ions with the total composition C3H10N2O, with properties calculated with wB97M-V/def2-TZVPD.

The geometry in ORCA input format:
```
! RIJCOSX wB97M-V def2-TZVPD def2/J DEFGRID3
* xyz 0 1
C -2.0808 1.0254 0.1479
C -1.3400 -0.2837 0.3561
N -1.7148 -1.2253 -0.5879
O -0.5757 -0.5132 1.2867
H -2.7638 1.1702 1.0671
H -2.6398 1.0536 -1.0102
H -1.1140 1.7822 0.2095
H -1.2314 -2.0557 -0.4848
H -2.0595 -0.9727 -1.5500
C 2.5028 -0.3100 0.3631
N 1.8576 0.3022 -0.7050
H 3.5074 0.1190 0.3318
H 1.9786 -0.1687 1.2960
H 2.8319 -1.4758 0.4053
H 0.7582 0.3122 -0.4696
H 2.0832 1.2403 -0.6561
*
```

Properties
SMILES string = CC(N)=O.CN
relative energy (zero: lowest compared OMol25 entry of this formula, charge and spin) = 52.75 kcal per mole
electronic energy = -8299.2165 eV
HOMO = -9.03 eV

Löwdin atomic charge list, values in e, 8 entries:
1 C -0.047
2 C -0.657
3 N 0.140
4 O 0.017
5 H 0.099
6 H 0.142
7 H 0.126
8 H 0.068

=====

Below is a single C3H10N2O molecule, with properties calculated with wB97M-V/def2-TZVPD.

The geometry in ORCA input format:
```
! RIJCOSX wB97M-V def2-TZVPD def2/J DEFGRID3
* xyz 0 1
N 2.0387 -0.4004 -0.9938
C 1.2608 -0.6460 0.2310
C -0.2474 -0.4795 0.1293
N -0.9215 -1.0172 1.3048
C -0.6284 0.9805 -0.1808
O -2.0296 1.1426 -0.1301
H 1.4634 -0.5889 -1.8182
H 2.2130 0.6020 -1.0495
H 1.6065 -0.0047 1.0401
H 1.4196 -1.6894 0.5369
H -0.6785 -1.0073 -0.7338
H -0.8732 -0.3574 2.0790
H -1.9086 -1.1071 1.1070
H -0.1400 1.6539 0.5338
H -0.2227 1.3142 -1.1447
H -2.3522 1.6046 -0.9111
*
```

Properties
SMILES string = NC[C@@H](N)CO
relative energy (zero: lowest compared OMol25 entry of this formula, charge and spin) = 25.23 kcal per mole
electronic energy = -8300.4101 eV
HOMO = -9.18 eV

Löwdin atomic charge list, values in e, 8 entries:
1 N -0.004
2 C -0.261
3 C -0.417
4 N 0.046
5 C -0.255
6 O -0.065
7 H 0.066
8 H 0.059